Entry 1:
Here is 2 unconnected molecules or ions with the total composition C4H9N3O in a non-equilibrium geometry from OMol25. Energies are from the ωB97M-V functional and the def2-TZVPD basis.

Summary:
⟨S²⟩	2.01
gap between HOMO and LUMO (alpha / beta)	7.002 / 6.668	eV
2S+1	3
HOMO energy (alpha / beta)	-6.162 / -8.695	eV
total charge	0
E_tot	-10804.7192	eV

Positions of all 17 atoms, in Å:
C 1.5546 -0.6942 -1.5300
C 0.1048 -0.9660 -1.5601
C -1.5426 -0.4301 0.4072
C 0.3905 2.7563 2.3958
N 1.7273 0.3836 -0.4892
N -0.3464 -0.0988 -0.3773
N 0.6590 0.5416 0.0965
O -0.8040 2.8374 2.4855
H 2.0491 -1.5963 -1.0406
H -0.3475 -0.5626 -2.5265
H -0.2510 -1.9685 -1.3877
H -2.5235 -0.6914 -0.0941
H -1.2988 -1.2418 1.1483
H -1.7245 0.5164 0.9666
H 1.0601 3.7110 2.6324
H 1.0393 1.9238 2.1399
H 2.1137 -0.3564 -2.3317



Entry 2:
Here is a molecular structure, C4H9N3O2 in a non-equilibrium geometry from OMol25. Energies are from the ωB97M-V functional and the def2-TZVPD basis.

Summary:
gap between HOMO and LUMO	9.368	eV
HOMO energy	-8.622	eV
total charge	0
E_tot	-12857.9312	eV

Positions of all 18 atoms, in Å:
C -1.3826 -0.3698 0.3054
C -1.6736 -1.3488 -0.7881
N -1.4714 0.8786 0.0633
C 1.6747 0.5735 0.4456
N 2.5950 -0.1340 -0.2405
C -0.7887 1.6562 -1.5335
O -0.9499 -0.9053 1.4381
N 1.3608 0.4400 1.6682
O -1.5653 2.4125 -1.9603
H -0.2725 -0.2688 1.9036
H -1.2556 1.5030 0.8325
H 2.7629 0.0477 -1.2130
H 3.2189 -0.7658 0.2385
H 1.9545 -0.2054 2.1941
H 1.0526 1.2305 -0.1866
H -2.7502 -1.4763 -0.8933
H -1.2828 -0.9576 -1.7274
H -1.2268 -2.3105 -0.5466



Entry 3:
Here is a single C4H9N3S molecule in a non-equilibrium geometry from OMol25. Energies are from the ωB97M-V functional and the def2-TZVPD basis.

Summary:
gap between HOMO and LUMO	8.971	eV
HOMO energy	-8.203	eV
total charge	0
E_tot	-19598.9059	eV
SMILES string	[H]/N=C1\NSC[C@@]1(C)N

Positions of all 17 atoms, in Å:
C -1.2537 -0.6443 -0.8695
C -0.0753 -0.3586 0.0531
C 1.2184 -1.1137 -0.2756
C 0.1847 1.1541 0.0269
H -2.0943 0.0281 -0.6329
H -0.9625 -0.4722 -1.9023
H -1.5513 -1.6899 -0.7520
H -0.8713 -1.5059 1.5874
H -1.1365 0.0390 1.7740
H 1.2742 -1.3611 -1.3180
H 1.2565 -1.9974 0.3458
H 1.8547 2.1577 0.5780
H -0.6585 2.9514 -0.0552
N -0.4477 -0.6144 1.4396
N 1.5336 1.4512 -0.0548
N -0.8321 1.9590 0.0070
S 2.5611 0.0170 0.0484



Entry 4:
Here is a single C4H9N3S molecule in a non-equilibrium geometry from OMol25. Energies are from the ωB97M-V functional and the def2-TZVPD basis.

Summary:
gap between HOMO and LUMO	8.964	eV
HOMO energy	-8.474	eV
total charge	0
E_tot	-19598.6468	eV
SMILES string	C=C(CN)NC(N)=S

Positions of all 17 atoms, in Å:
C -1.1327 -0.0586 -0.7820
C 0.1690 -0.7983 -0.4192
C 0.7822 -1.4782 -1.4492
C 0.3798 0.0331 1.9088
H -1.0529 2.0892 -0.6892
H -0.1719 1.4622 -1.9660
H -1.5946 -0.7248 -1.4540
H -1.9082 -0.0035 0.0354
H 0.3880 -1.3855 -2.4523
H 1.7386 -2.0916 -1.4144
H 0.6374 -1.8563 1.2770
H 0.7234 1.5920 0.5645
H 0.5883 1.9358 2.3041
N -0.9933 1.2741 -1.3581
N 0.5282 -0.9448 0.9154
N 0.4188 1.3474 1.4678
S 0.5002 -0.3921 3.5115



Entry 5:
Here is a molecular structure, C4H9N3S in a non-equilibrium geometry from OMol25. Energies are from the ωB97M-V functional and the def2-TZVPD basis.

Summary:
gap between HOMO and LUMO	8.568	eV
HOMO energy	-8.877	eV
total charge	0
E_tot	-19593.4898	eV

Positions of all 17 atoms, in Å:
C 1.1637 -0.5718 0.0772
C -0.0528 -0.9962 0.6018
C -1.9634 -0.5379 -0.2010
C -1.0093 0.2994 0.4281
H 2.4961 0.9625 0.0718
H 1.3744 1.0667 1.4070
H 1.4723 -2.0011 -1.3502
H -0.1008 -1.4675 1.6539
H -1.2805 -2.5906 0.4903
H -2.2004 -0.0416 -1.0936
H -2.9457 -0.8054 0.4352
H -1.2017 0.5523 1.5581
H 1.2377 1.7656 -0.8629
N 1.8517 0.4792 0.8597
N 1.9512 -1.0041 -0.9519
N -0.9653 -1.8314 -0.2521
S -0.4715 1.8683 -0.3335



Entry 6:
Here is a gas-phase ion, C4H9N3S (charge +2) in a non-equilibrium geometry from OMol25. Energies are from the ωB97M-V functional and the def2-TZVPD basis.

Summary:
gap between HOMO and LUMO	9.069	eV
HOMO energy	-18.510	eV
total charge	+2
E_tot	-19580.6244	eV

Positions of all 17 atoms, in Å:
C -1.8155 -0.8734 0.7474
C 0.3927 -1.0263 -0.1744
C -0.8065 0.9809 -0.9600
C 0.4687 0.6431 -0.3398
N -0.6172 -1.3279 0.6124
N 1.3609 -1.8470 -0.5893
N 0.6574 1.1506 1.0465
S -2.3964 0.1985 -0.3605
H -2.5218 -1.1964 1.4875
H -0.9162 2.0129 -0.8576
H -0.7453 0.8852 -2.0031
H 1.3696 0.9596 -0.9141
H 1.8926 -1.6539 -1.4661
H 1.4305 -2.8505 -0.3669
H 0.4688 0.4161 1.7423
H 0.1603 2.0278 1.2197
H 1.6176 1.5009 1.1760



Entry 7:
Here is a gas-phase ion, C4H9N4 (charge +1) in a non-equilibrium geometry from OMol25. Energies are from the ωB97M-V functional and the def2-TZVPD basis.

Summary:
gap between HOMO and LUMO	7.985	eV
HOMO energy	-13.900	eV
total charge	+1
E_tot	-10242.7196	eV
SMILES string	C[C@@H]1N=NC=N[N@H+]1C

Positions of all 17 atoms, in Å:
C 2.2875 0.6328 -0.1359
C -0.1150 -0.8730 -0.2427
C -1.0489 -1.7822 0.4947
C -0.9074 1.6397 -0.3891
N 1.2840 1.2805 0.4083
N 2.2493 -0.7296 -0.4265
N 1.2097 -1.3956 -0.3460
N 0.0488 0.7261 0.4012
H 3.2343 1.1414 -0.0310
H -0.5364 -0.5901 -1.1918
H -0.9516 -2.8655 0.2340
H -2.1729 -1.5858 0.2639
H -1.0438 -1.8791 1.5418
H -1.9864 1.3819 -0.3500
H -0.7953 2.6338 -0.0747
H -0.6763 1.7181 -1.5032
H -0.0797 0.5468 1.3469



Entry 8:
Here is a gas-phase ion, C4H9N4O2 (charge +1) in a non-equilibrium geometry from OMol25. Energies are from the ωB97M-V functional and the def2-TZVPD basis.

Summary:
gap between HOMO and LUMO (alpha / beta)	6.115 / 6.116	eV
HOMO energy (alpha / beta)	-11.554 / -11.554	eV
total charge	+1
E_tot	-14336.3489	eV
SMILES string	[NH2+]=CCCC(=[NH2+])N([O-])N=O

Positions of all 19 atoms, in Å:
C -0.7827 1.3316 -0.0820
C -1.1156 -0.1414 -0.1170
C -0.1592 -1.0164 -0.9076
C 1.1508 -1.2494 -0.2360
N 0.0535 1.6833 0.9854
N 0.2937 0.5702 1.8808
N 1.4746 -2.4225 0.1871
N -0.9458 2.2143 -1.0056
O 0.6486 2.7654 1.2356
O 1.3308 0.5067 2.4581
H -1.3034 -0.4379 0.9782
H -2.0832 -0.4682 -0.6189
H -0.7459 -1.8061 -1.2696
H -0.0414 -0.5013 -1.8350
H 1.7035 -0.3777 -0.0456
H 2.3551 -2.5640 0.6416
H 0.9616 -3.2439 0.2010
H -1.6171 2.0176 -1.7272
H -1.1779 3.1397 -0.7234



Entry 9:
Here is a single C4H9N4P molecule in a non-equilibrium geometry from OMol25. Energies are from the ωB97M-V functional and the def2-TZVPD basis.

Summary:
gap between HOMO and LUMO (alpha / beta)	8.298 / 8.299	eV
HOMO energy (alpha / beta)	-8.663 / -8.663	eV
total charge	0
E_tot	-19538.0389	eV
SMILES string	CC(C)/N=N/N=N\C#[PH2]

Positions of all 18 atoms, in Å:
C -3.2459 0.6126 -0.0874
C 0.8365 -0.0425 0.9736
C 0.6998 -1.0334 -1.3240
C 0.1363 -1.0767 0.0983
N -3.8196 -0.4249 -0.0096
N -3.3116 -1.7261 0.1479
N -2.0834 -1.7583 0.1740
N -1.2810 -0.8154 0.0724
P -2.0422 1.8696 -0.1961
H 0.4952 -0.0998 2.0024
H 0.6239 0.9538 0.5914
H 1.9098 -0.2123 0.9484
H 0.6449 -0.0169 -1.7033
H 0.1382 -1.6941 -1.9786
H 1.7400 -1.3558 -1.3081
H 0.2939 -2.0831 0.5071
H -1.9198 1.9894 1.1918
H -2.9723 2.9271 -0.2440



Entry 10:
Here is 2 unconnected molecules or ions with the total composition C4H9N4S in a non-equilibrium geometry from OMol25. Energies are from the ωB97M-V functional and the def2-TZVPD basis.

Summary:
gap between HOMO and LUMO	7.094	eV
HOMO energy	-12.440	eV
total charge	+1
E_tot	-21081.6525	eV

Positions of all 18 atoms, in Å:
C 0.7327 2.0892 0.1404
C 1.1455 0.2540 1.3798
C 1.3221 1.4106 -1.0549
C 1.2126 -0.1309 -1.0176
N 0.8076 1.5029 1.2593
N 1.1234 -0.6239 0.2511
N 1.0786 -0.9088 -2.1136
N -3.8137 -1.6000 1.3382
S 1.6780 -0.4974 2.7619
H 0.5228 3.1813 0.0211
H 0.8672 1.8032 -1.8782
H 2.3186 1.8178 -1.1519
H 1.0279 -1.6949 0.3688
H 0.7921 -1.9264 -2.0058
H 1.1795 -0.4324 -3.0662
H -4.8082 -1.6679 1.1282
H -3.5049 -0.5982 1.3346
H -3.6818 -1.9781 2.3047



Entry 11:
Here is a gas-phase ion, C4H9N4S (charge +1) in a non-equilibrium geometry from OMol25. Energies are from the ωB97M-V functional and the def2-TZVPD basis.

Summary:
gap between HOMO and LUMO	9.075	eV
HOMO energy	-12.539	eV
total charge	+1
E_tot	-21081.3254	eV
SMILES string	N[C@@H](NS)[n+]1ccc[nH]1

Positions of all 18 atoms, in Å:
C 2.2972 1.3122 0.0823
C 2.6274 -0.0610 0.0835
C 0.9015 1.3355 -0.0851
C -0.8978 -0.4941 -0.2113
N 1.5041 -0.7341 -0.0438
N 0.4551 0.0661 -0.1769
N -1.7302 0.6422 0.3822
N -1.0028 -1.8320 0.2271
S -3.3779 0.5788 -0.1408
H 3.0856 2.0025 0.1825
H 3.6487 -0.3596 0.1983
H 0.2730 2.1381 -0.1016
H -1.3121 -0.3271 -1.2902
H -1.5785 0.5739 1.3679
H -1.7936 -2.1789 -0.3160
H -1.0993 -1.9045 1.2397
H 1.1521 -1.7036 0.0195
H -3.1525 0.9457 -1.4175



Entry 12:
Here is 2 unconnected molecules or ions with the total composition C4H9NO in a non-equilibrium geometry from OMol25. Energies are from the ωB97M-V functional and the def2-TZVPD basis.

Summary:
⟨S²⟩	0.76
gap between HOMO and LUMO (alpha / beta)	2.403 / 3.817	eV
2S+1	2
HOMO energy (alpha / beta)	0.743 / -0.696	eV
total charge	-1
E_tot	-7826.5885	eV

Positions of all 15 atoms, in Å:
C 1.6895 2.5962 0.0961
C 1.2968 1.4224 -0.6535
N 1.5340 1.2889 -2.0178
H 2.7310 2.7793 0.3620
H 0.9716 3.0726 0.7641
H 0.8156 0.5754 -0.1529
H 1.8475 2.1484 -2.4470
H 0.8417 0.7120 -2.4969
C -1.9301 -2.6019 0.1147
C -1.3795 -2.2921 1.2891
O -0.9671 -0.9650 1.4400
H -2.5066 -3.4904 -0.1112
H -1.9715 -1.8573 -0.6712
H -1.5743 -2.7386 2.2573
H -1.3985 -0.6496 2.2272



Summary of energy relative to the best compared isomer or geometry (same formula, charge and spin) in eV
1.4782 1.9964 0.7304 0.9894 6.1464 0.5628 5.2788 5.8548 2.1640 2.1056 2.4327 3.3567
(order as listed above)